{"formula": "C9H16I2N5OPd", "method": "ωB97M-V/def2-TZVPD", "spin_multiplicity": 3, "de_lowest_kcal_mol": 8.30, "homo_energy_ev": [-11.325, -11.188], "orbital_gap_ev": [7.85, 5.04], "charge": 1, "e_tot_ev": -38764.37007, "elements": ["Pd", "N", "C", "C", "C", "C", "N", "H", "H", "H", "H", "H", "H", "H", "H", "H", "H", "H", "H", "I", "C", "I", "H", "H", "N", "C", "O", "C", "C", "N", "C", "N", "H", "H"], "positions_angstrom": [[1.0328, -0.1479, 0.8834], [-0.5522, -1.6760, 0.9150], [-1.8145, -1.4545, 1.6620], [-2.8307, -0.6173, 0.8943], [-2.7253, 0.9098, 0.9849], [-1.6395, 1.6037, 0.1675], [-0.3599, 1.7303, 0.9101], [-0.7524, -1.8933, -0.0541], [-0.0682, -2.4771, 1.2903], [-1.5686, -0.9702, 2.6080], [-2.2649, -2.4170, 1.9026], [-3.8132, -0.8966, 1.2780], [-2.8285, -0.9212, -0.1604], [-2.6334, 1.2091, 2.0360], [-3.6807, 1.3146, 0.6476], [-2.0012, 2.5887, -0.1304], [-1.4463, 1.0414, -0.7440], [-0.5423, 2.1182, 1.8250], [0.2267, 2.4046, 0.4435], [1.5600, -0.4991, 3.8410], [3.4892, 0.1464, 3.2512], [3.4717, 1.0482, 1.3225], [4.1355, -0.7163, 3.1990], [3.8419, 0.8829, 3.9580], [2.9835, -0.1378, -2.7660], [1.7113, -0.4620, -2.4854], [1.3197, -0.8739, -1.4141], [0.7012, -0.2428, -3.5637], [1.0718, 0.2017, -4.8492], [1.4249, 0.5282, -5.9023], [-0.6561, -0.4492, -3.2345], [-1.7588, -0.6143, -2.9305], [3.6880, -0.3898, -2.0934], [3.2786, 0.1287, -3.6921]], "lowdin_spin": [0.806, 0.064, 0.006, 0.000, 0.000, 0.002, 0.036, 0.003, 0.005, 0.000, 0.002, 0.000, 0.000, 0.000, 0.000, 0.001, 0.001, 0.000, 0.000, 0.024, 0.003, 0.043, 0.000, 0.001, 0.021, 0.039, 0.074, 0.382, 0.038, 0.213, 0.036, 0.200, 0.000, 0.000]}